Entry 1:
The following is a DFT calculation (ωB97M-V/def2-TZVPD) of a structure of composition C5H4NO7 at a distorted geometry.

Geometry (Å):
C 1.55056 -0.49720 -0.55602
O -2.81357 -0.46576 0.59895
H 1.53414 0.27619 -2.54164
C -0.16814 0.89736 -1.30847
H 1.04939 1.08411 2.32347
O 0.65776 -1.23882 1.54222
N 1.03075 0.18764 -1.58672
C -1.75998 -0.81908 -0.01388
O -1.39597 1.51757 0.60348
C 0.87900 -0.15409 0.75834
H 0.32071 -1.96596 1.02075
C -0.79368 0.51834 -0.09426
O -1.18429 -1.78941 -0.37055
H -2.22355 1.10021 0.90797
O -0.53194 1.70342 -2.16036
O 2.44824 -1.28750 -0.57777
O 1.40056 0.93297 1.45450

## Properties
- LUMO energy: 0.128 Ha
- 2S+1: 1
- Net charge: -1

---

Entry 2:
The following is a DFT calculation (ωB97M-V/def2-TZVPD) of a structure of composition C5H4NaO7 at a distorted geometry.

Geometry (Å):
C -2.83368 0.61125 -0.97755
C -0.02537 0.22288 0.08165
H -1.93794 -1.18889 -1.87072
O 2.83832 -0.13942 0.29937
C 2.18775 -1.12476 -0.04436
Na 2.47860 1.91166 -0.47801
O -2.02972 -1.23814 0.20508
C -2.61031 -0.91790 -1.03919
O -1.27716 -0.06624 2.02809
O -2.33036 0.98123 0.28662
O 0.37701 1.36461 -0.08853
O 2.48398 -2.27047 -0.31697
H -2.30029 1.12874 -1.79201
O 0.65663 -0.84913 -0.24552
H -3.89593 0.88500 -1.03211
H -3.54482 -1.48189 -1.15584
C -1.42043 -0.04129 0.75440

## Properties
- LUMO energy: 0.048 Ha
- 2S+1: 1
- Net charge: -1

---

Entry 3:
The following is a DFT calculation (ωB97M-V/def2-TZVPD) of a structure of composition C5H4O at a distorted geometry.

Geometry (Å):
H 0.22090 -2.10906 0.03809
H 1.64210 1.62085 1.48727
H 0.82575 -1.25537 -1.40852
C 0.28977 -1.12894 -0.45440
C 1.00407 -0.16558 0.37964
C -1.27452 0.56987 -0.23238
O -1.06095 -0.69174 -0.74727
H -2.25322 0.94960 -0.46263
C -0.36882 1.20052 0.47248
C 0.97493 1.00986 0.92771

## Properties
- LUMO energy: 0.005 Ha
- 2S+1: 1
- Net charge: 0

---

Entry 4:
The following is a DFT calculation (ωB97M-V/def2-TZVPD) of an isolated molecule of C5H4O at a distorted geometry.

Geometry (Å):
C -0.96524 0.74013 0.34682
C 0.27057 1.33140 0.04609
C 0.12784 -1.49520 -0.36770
H 2.56911 1.80279 -0.70302
C -0.73603 -0.73047 0.30142
C 1.33910 1.58827 -0.39151
H 0.80895 -0.91339 -1.18862
O -1.84373 1.22657 1.14754
H -1.45455 -1.10981 1.16768
H -0.11601 -2.44030 -0.35869

## Properties
- LUMO energy: -0.033 Ha
- 2S+1: 1
- Net charge: 0
- SMILES string: C#CC(=O)C=C

---

Number 1: HOMO -4.54 eV. Number 2: HOMO -3.77 eV. Number 3: HOMO -8.03 eV. Number 4: HOMO -10.26 eV.